[1]
Molecular formula: C59H42Cl2MoN3O3Sb
Method: DFT, ωB97M-V/def2-TZVPD

## Properties
Gap between HOMO and LUMO (alpha / beta) ... 6.2679 / 6.7847 eV
Multiplicity ... 3
Maximum force ... 0.31 eV Å⁻¹
Expectation value of S² ... 2.027
ΔE to the lowest compared entry with this formula, charge and spin ... 0.0 kJ/mol
E_HOMO (alpha / beta) ... -7.37 / -7.81 eV

Last column: Mulliken spin population.
Positions of all 111 atoms, in Å:
Mo: 0.5106 -0.1287 2.5705  1.9133
Cl: 5.9415 2.1293 6.9781  0.0005
C: 4.5225 1.4557 6.2318  0.0033
C: 3.3168 1.4239 6.9526  0.0054
C: 2.1843 0.8937 6.3984  -0.0082
C: 2.1843 0.3902 5.0728  0.0384
O: 1.1000 -0.1015 4.5794  0.0714
C: 3.4131 0.4213 4.3636  -0.0190
C: 3.5577 -0.1941 3.0889  0.0794
N: 2.6108 -0.6231 2.3110  -0.0453
C: 2.9508 -1.3834 1.1553  -0.0065
C: 4.2148 -1.6839 0.7116  -0.0021
C: 4.4021 -2.4963 -0.4215  -0.0041
C: 3.3338 -3.0178 -1.0930  0.0004
C: 2.0242 -2.7210 -0.6648  -0.0052
C: 0.8777 -3.2296 -1.3185  0.0225
C: -0.3503 -2.8501 -0.8832  0.0016
C: -0.4494 -1.9680 0.2154  0.0402
N: 0.5871 -1.5255 0.8891  -0.0623
C: 1.8373 -1.8859 0.4513  0.0452
C: 4.5769 0.9473 4.9687  0.0004
H: 3.2959 1.8237 7.9583  0.0000
H: 1.2539 0.8612 6.9493  0.0004
H: 4.5879 -0.3393 2.7752  -0.0071
H: 5.0926 -1.3133 1.2206  0.0002
H: 5.4098 -2.7113 -0.7514  -0.0004
H: 3.4684 -3.6453 -1.9655  0.0000
H: 1.0013 -3.8884 -2.1693  -0.0012
H: -1.2616 -3.1903 -1.3532  0.0000
H: -1.4224 -1.6309 0.5370  -0.0600
H: 5.5129 0.9491 4.4234  -0.0001
Cl: -4.3197 -5.2719 0.2970  -0.0009
C: -3.2580 -4.3020 1.2822  -0.0115
C: -3.7217 -3.1119 1.8235  0.0077
C: -2.8654 -2.3292 2.5821  -0.0420
C: -1.5315 -2.7026 2.7891  0.0217
C: -0.5907 -1.8045 3.4985  -0.0012
C: -1.1166 -3.9310 2.2718  -0.0152
C: -1.9661 -4.7326 1.5224  0.0081
H: -4.7466 -2.8076 1.6560  0.0002
H: -3.2252 -1.4041 3.0178  -0.0028
H: -1.1012 -1.2791 4.3055  -0.0276
H: 0.2318 -2.3746 3.9388  0.0164
H: -0.0958 -4.2580 2.4404  -0.0014
H: -1.6261 -5.6763 1.1166  -0.0001
C: -3.6479 1.9882 -0.9643  -0.0037
C: -3.5674 1.0822 0.1162  0.0122
C: -2.3575 0.7839 0.6745  0.0862
C: -1.1479 1.3681 0.2111  -0.1180
C: 0.1243 1.0888 0.8108  -0.2052
C: 1.2197 1.7400 0.2963  0.1556
C: 1.1287 2.6765 -0.7603  -0.0061
C: -0.0779 2.9554 -1.3261  0.0240
C: -1.2432 2.2975 -0.8597  -0.0169
C: -2.5112 2.5792 -1.4348  0.0056
H: -4.6080 2.2149 -1.4104  -0.0001
H: -4.4682 0.6292 0.5127  0.0009
H: -2.3232 0.1070 1.5188  0.0253
H: 2.2022 1.5706 0.7281  0.0010
H: 2.0262 3.1745 -1.1089  0.0000
H: -0.1658 3.6691 -2.1376  -0.0006
H: -2.5563 3.2884 -2.2537  0.0000
C: 3.2193 -3.3217 -5.3632  0.0003
C: 1.8565 -3.5799 -5.2973  -0.0001
C: 0.9981 -2.6633 -4.7014  0.0002
C: 1.4843 -1.4776 -4.1544  -0.0007
C: 2.8594 -1.2458 -4.2057  0.0003
C: 3.7207 -2.1481 -4.8169  -0.0002
Sb: 0.3003 -0.0373 -3.0689  0.0065
C: 0.3484 1.5033 -4.5648  -0.0016
C: -0.8108 2.2060 -4.8883  0.0008
C: -0.7684 3.2801 -5.7692  0.0001
C: 0.4362 3.6666 -6.3390  0.0002
C: 1.5981 2.9763 -6.0222  -0.0003
C: 1.5522 1.9074 -5.1373  0.0002
C: -1.6400 -0.7296 -3.6401  -0.0002
C: -2.0100 -0.9580 -4.9659  0.0002
C: -3.2914 -1.3918 -5.2765  0.0000
C: -4.2234 -1.5947 -4.2654  0.0002
C: -3.8759 -1.3465 -2.9458  0.0001
C: -2.5912 -0.9126 -2.6406  -0.0036
H: 3.8858 -4.0328 -5.8348  0.0000
H: 1.4583 -4.4961 -5.7162  0.0000
H: -0.0620 -2.8862 -4.6601  0.0000
H: 3.2789 -0.3536 -3.7494  0.0000
H: 4.7832 -1.9405 -4.8555  0.0000
H: -1.7601 1.9141 -4.4544  0.0000
H: -1.6793 3.8132 -6.0132  0.0000
H: 0.4700 4.5015 -7.0274  0.0000
H: 2.5415 3.2723 -6.4640  0.0000
H: 2.4721 1.3826 -4.9031  0.0000
H: -1.2987 -0.7822 -5.7657  0.0001
H: -3.5659 -1.5672 -6.3093  0.0000
H: -5.2219 -1.9355 -4.5089  0.0000
H: -4.6023 -1.4845 -2.1535  0.0001
H: -2.3407 -0.6936 -1.6095  -0.0015
O: 0.9814 2.1421 3.2067  0.0187
C: -0.2118 2.2317 3.5465  0.0359
N: -1.0307 1.1757 3.3642  0.0006
C: -2.2943 1.4730 3.8465  0.0309
O: -3.2556 0.7416 3.8563  0.0062
C: -2.2406 2.8937 4.3547  -0.0015
C: -3.2176 3.6840 4.9164  0.0015
C: -2.8538 4.9782 5.2889  0.0009
C: -1.5582 5.4463 5.1004  0.0008
C: -0.5756 4.6374 4.5315  0.0008
C: -0.9504 3.3628 4.1664  -0.0090
H: -4.2241 3.3137 5.0602  0.0000
H: -3.5933 5.6322 5.7329  0.0001
H: -1.3116 6.4564 5.4008  0.0001
H: 0.4356 4.9908 4.3794  0.0002


[2]
Molecular formula: C21H28ClO6P
Method: DFT, ωB97M-V/def2-TZVPD

## Properties
Gap between HOMO and LUMO ... 6.9240 eV
Maximum force ... 0.90 eV Å⁻¹
E_HOMO ... -7.99 eV
SMILES string ... CCP(C)c1cc(Cl)c2c(c1)C(=O)C=CC2=O.CCOC(C)=O.CCOC(C)=O

Last column: natural (NBO) charge in e.
Positions of all 57 atoms, in Å:
C: 0.9710 0.4155 -0.3794  -0.5975
C: -0.2110 1.0097 0.4224  -0.7064
P: -1.6993 1.4550 -0.5886  0.8053
C: -1.4197 0.5540 -2.1850  -0.9166
C: -3.0767 0.4265 0.0664  -0.2614
C: -4.3279 0.6141 -0.5041  -0.2263
C: -5.4282 -0.1109 -0.0747  0.0264
Cl: -6.9273 0.2105 -0.8808  0.0438
C: -5.3110 -1.0484 0.9562  -0.2059
C: -4.0449 -1.2139 1.5377  -0.0308
C: -2.9451 -0.4942 1.1006  -0.2036
C: -3.8153 -2.1836 2.6658  0.5006
O: -2.7607 -2.2061 3.2608  -0.5113
C: -4.9223 -3.0961 3.0061  -0.2396
C: -6.1223 -2.9413 2.4558  -0.2134
C: -6.4432 -1.8781 1.4645  0.5160
O: -7.5966 -1.7446 1.1218  -0.4907
H: 0.6809 -0.5522 -0.7861  0.1977
H: 1.7904 0.2294 0.3137  0.2177
H: 1.2861 1.0853 -1.1679  0.2200
H: 0.1260 1.9203 0.9173  0.2368
H: -0.4309 0.2881 1.2113  0.2115
H: -0.5553 0.9607 -2.7002  0.2447
H: -1.2773 -0.5129 -2.0010  0.2141
H: -2.3259 0.6827 -2.7757  0.2303
H: -4.4751 1.3389 -1.2954  0.2342
H: -1.9986 -0.6753 1.5857  0.2359
H: -4.7265 -3.8711 3.7365  0.2306
H: -6.9349 -3.5999 2.7353  0.2309
O: 1.2480 3.6545 -1.4029  -0.5765
C: 2.1841 4.1490 -0.8379  0.8024
O: 2.2463 4.0480 0.5047  -0.5072
C: 3.3882 4.4521 1.2656  -0.0684
C: 3.3550 5.9295 1.5968  -0.6367
C: 3.2495 4.9188 -1.5815  -0.7432
H: 4.3094 4.1622 0.7589  0.1757
H: 3.3317 3.8634 2.1798  0.1988
H: 3.3979 6.5448 0.6979  0.2072
H: 4.2003 6.1928 2.2331  0.2187
H: 2.4327 6.1750 2.1230  0.2215
H: 2.9066 5.9452 -1.7080  0.2444
H: 3.3658 4.4674 -2.5633  0.2495
H: 4.2209 4.9274 -1.0941  0.2178
O: 3.4729 -1.2502 -1.7443  -0.5696
C: 3.1854 -2.4095 -1.6350  0.7986
O: 2.4314 -2.7900 -0.5831  -0.5079
C: 1.8998 -4.1098 -0.4376  -0.0692
C: 2.8898 -5.0524 0.2140  -0.6364
C: 3.6944 -3.4523 -2.6037  -0.7436
H: 1.5394 -4.4874 -1.3955  0.1739
H: 1.0271 -3.9858 0.2019  0.2004
H: 3.7813 -5.1871 -0.3989  0.2064
H: 2.4326 -6.0293 0.3733  0.2196
H: 3.2066 -4.6547 1.1780  0.2216
H: 4.6867 -3.7659 -2.2813  0.2440
H: 3.7783 -2.9884 -3.5830  0.2481
H: 3.0595 -4.3296 -2.6959  0.2173


[3]
Molecular formula: C31H55BrCdNO3P3
Method: DFT, ωB97M-V/def2-TZVPD

## Properties
Gap between HOMO and LUMO (alpha / beta) ... 2.4994 / 0.7623 eV
Maximum force ... 4.06 eV Å⁻¹
ΔE to the lowest compared entry with this formula, charge and spin ... 259.8 kJ/mol
Charge ... +2
E_HOMO (alpha / beta) ... -10.72 / -10.73 eV

Last column: Löwdin charge in e.
Positions of all 95 atoms, in Å:
N: -0.2123 -11.0861 -1.8065  0.2777
C: 0.7108 -10.6886 -0.9384  -0.0274
C: 0.9597 -9.3404 -0.6555  0.0433
C: 0.1706 -8.3502 -1.2770  -0.1581
C: -0.7902 -8.7929 -2.2219  0.0392
C: -0.9338 -10.1705 -2.4449  -0.0289
C: 0.3078 -6.9301 -0.9298  -0.0149
Cd: -0.9161 -0.1838 0.6380  1.1541
P: -4.3314 3.1192 2.7303  0.9191
C: -0.6849 -6.0337 -1.1491  -0.0294
C: -0.5754 -4.6631 -0.8328  -0.2262
C: -1.7868 -3.9415 -0.6664  -0.0168
C: -1.7271 -2.6295 -0.2197  -0.1972
C: -0.4517 -2.0850 -0.0502  -0.3301
C: 0.7584 -2.7244 -0.2095  -0.1128
C: 0.6919 -4.0759 -0.6248  0.0138
Br: -0.2252 2.1847 0.8140  0.1212
H: 1.2290 -6.6183 -0.4234  0.1221
H: -1.6679 -6.3471 -1.5213  0.1271
H: 1.7481 -9.0923 0.0493  0.1402
H: -1.4221 -8.1203 -2.8089  0.1347
H: 1.2825 -11.4681 -0.4375  0.1546
H: -1.6646 -10.5587 -3.1549  0.1543
H: -2.7433 -4.4544 -0.8365  0.1273
H: 1.5782 -4.6857 -0.7696  0.1139
H: -2.6545 -2.0675 -0.0199  0.0843
H: 1.7302 -2.2569 -0.0358  0.0661
P: -0.9987 0.4266 -2.1325  0.9914
C: -3.5197 1.9081 3.8257  -0.4538
C: -4.3299 1.7148 5.1197  -0.1777
H: -2.5185 2.3010 4.0608  0.0744
H: -3.4287 0.9647 3.2658  0.0524
H: -3.7200 1.2265 5.8867  0.0652
H: -4.6763 2.6688 5.5362  0.0639
H: -5.2157 1.0904 4.9588  0.0657
C: -5.3435 2.1449 1.5634  -0.4533
C: -6.5407 2.9436 1.0301  -0.1737
H: -5.6974 1.2683 2.1267  0.0744
H: -4.6792 1.8238 0.7465  0.0468
H: -7.2654 2.2644 0.5702  0.0645
H: -7.0633 3.4913 1.8237  0.0669
H: -6.2415 3.6703 0.2672  0.0648
C: -3.0620 3.9103 1.6934  -0.4978
C: -2.4977 5.1950 2.3124  -0.1716
H: -3.5240 4.1397 0.7180  0.0781
H: -2.2510 3.1653 1.5516  -0.1023
H: -1.8408 5.6990 1.5953  0.0649
H: -3.2790 5.9100 2.5958  0.0679
H: -1.9054 4.9796 3.2069  0.0653
C: -0.3867 2.0025 -2.8655  -0.3745
C: 0.0335 2.0031 -4.3310  -0.1157
H: 0.4473 2.3244 -2.2240  0.0351
H: -1.1961 2.7302 -2.7134  0.0905
H: 0.9639 1.4505 -4.5000  0.0668
H: -0.7359 1.5912 -4.9929  0.0782
H: 0.2093 3.0379 -4.6475  0.0954
C: -2.8296 0.6308 -2.1956  -0.3760
C: -3.6469 -0.5143 -2.7869  -0.1317
H: -3.0157 1.5650 -2.7446  0.0958
H: -3.1377 0.8094 -1.1516  0.0508
H: -3.6360 -0.4895 -3.8822  0.0868
H: -3.3011 -1.5004 -2.4592  0.0504
H: -4.6913 -0.4131 -2.4705  0.0892
C: -0.5912 -0.8642 -3.3606  -0.3730
C: 0.9012 -1.2058 -3.4304  -0.1254
H: -0.9655 -0.5192 -4.3343  0.0953
H: -1.1617 -1.7611 -3.0821  0.0702
H: 1.0189 -2.2943 -3.4955  0.0778
H: 1.3715 -0.7716 -4.3211  0.0769
H: 1.4607 -0.8697 -2.5476  0.0570
C: 2.9750 3.4333 -1.1633  -0.0752
C: 3.2349 1.9966 -1.5233  -0.2923
O: 2.5467 1.1101 -0.6359  -0.4118
P: 3.2173 0.1015 0.4707  0.8188
O: 4.3149 1.0159 1.1917  -0.3240
C: 4.0639 2.2913 1.8849  -0.2542
C: 5.3064 3.1163 1.6787  -0.0772
O: 1.9410 0.0370 1.5301  -0.4936
C: 2.0536 -0.4512 2.8955  -0.2797
C: 2.5359 -1.8840 2.9622  -0.0847
H: 1.9459 3.5903 -0.8257  0.0466
H: 3.1603 4.0558 -2.0446  0.0917
H: 3.6605 3.7733 -0.3809  0.0581
H: 2.8334 1.7893 -2.5227  0.1013
H: 4.3131 1.7868 -1.5348  0.1222
H: 3.1643 2.7747 1.4836  0.0963
H: 3.9023 2.0702 2.9454  0.1124
H: 5.5452 3.2108 0.6096  0.0762
H: 5.1913 4.1230 2.1036  0.0927
H: 6.1635 2.6406 2.1751  0.0900
H: 2.7117 0.2294 3.4539  0.1092
H: 1.0468 -0.3362 3.3102  0.1069
H: 3.5639 -1.9826 2.5948  0.0774
H: 2.5218 -2.2047 4.0065  0.0866
H: 1.8914 -2.5592 2.3892  0.0589


Question: Which of these has the highest maximum force?
Answer: C31H55BrCdNO3P3


Question: What is the formula in the second record?
Answer: C21H28ClO6P


Question: The highest maximum force belongs to which entry?
Answer: C31H55BrCdNO3P3